{"formula": "C3H8ClN4", "method": "wB97M-V/def2-TZVPD", "relative_energy_kj_mol": 205.0, "charge": 1, "e_tot_ha": -797.88661, "multiplicity": 1, "symbols": ["C", "C", "C", "N", "N", "N", "N", "Cl", "H", "H", "H", "H", "H", "H", "H", "H"], "coordinates": [[-1.074, 1.020, -0.085], [-0.065, 1.964, -0.030], [-0.569, -0.323, -0.425], [1.143, 1.529, -0.448], [0.492, -0.599, 0.857], [-1.320, -1.403, -0.568], [1.632, 0.015, 0.648], [2.576, -0.965, -0.422], [-1.977, 1.199, 0.485], [-0.182, 2.969, 0.294], [0.302, -0.114, -1.091], [1.986, 2.116, -0.249], [-0.050, -0.417, 1.700], [-2.154, -1.335, 0.049], [-0.800, -2.245, -0.731], [2.276, 0.113, 1.455]]}

***

{"formula": "C3H5BrN2", "method": "wB97M-V/def2-TZVPD", "smiles": "C#CNN=C.Br", "relative_energy_kj_mol": 249.9, "e_tot_ha": -2800.69333, "multiplicity": 1, "symbols": ["C", "C", "C", "N", "N", "Br", "H", "H", "H", "H", "H"], "coordinates": [[-0.308, 2.712, -0.236], [-0.234, 1.711, 0.380], [-0.029, -1.825, 0.699], [-0.337, 0.489, 0.939], [0.042, -0.627, 0.197], [1.646, -1.044, -2.772], [-0.359, 3.667, -0.721], [0.327, -0.730, -2.300], [0.410, -2.671, 0.214], [-0.422, -1.914, 1.774], [-0.736, 0.232, 1.828]]}

***

{"formula": "C4H8N2", "method": "wB97M-V/def2-TZVPD", "relative_energy_kj_mol": 298.2, "e_tot_ha": -266.60841, "multiplicity": 1, "symbols": ["C", "N", "C", "C", "C", "N", "H", "H", "H", "H", "H", "H", "H", "H"], "coordinates": [[-0.848, 1.473, -0.145], [-0.031, 0.330, 0.299], [-0.565, -0.467, 1.193], [1.178, 0.191, -0.307], [2.018, -0.864, 0.082], [2.675, -1.756, 0.444], [-1.763, 1.090, -0.601], [-0.292, 2.061, -0.873], [-1.090, 2.092, 0.720], [-0.005, -1.328, 1.533], [-0.910, -1.919, -1.293], [-1.551, -0.234, 1.570], [1.491, 0.944, -1.011], [-0.307, -1.613, -1.610]]}

***

{"formula": "C7H17N", "method": "wB97M-V/def2-TZVPD", "smiles": "CC(C)CCN(C)C", "relative_energy_kj_mol": 101.4, "e_tot_ha": -331.63229, "multiplicity": 1, "symbols": ["C", "C", "C", "C", "C", "N", "C", "C", "H", "H", "H", "H", "H", "H", "H", "H", "H", "H", "H", "H", "H", "H", "H", "H", "H"], "coordinates": [[-0.668, -0.146, 0.127], [-1.043, 0.705, 1.369], [-1.439, -0.227, 2.519], [-2.158, 1.715, 1.068], [0.648, 0.288, -0.527], [1.084, -0.729, -1.509], [1.673, -0.154, -2.725], [1.974, -1.702, -0.900], [-1.428, -0.071, -0.645], [-0.524, -1.187, 0.405], [-0.132, 1.224, 1.678], [-0.620, -0.915, 2.746], [-1.698, 0.348, 3.412], [-2.342, -0.785, 2.245], [-2.311, 1.829, -0.006], [-1.888, 2.725, 1.387], [-3.099, 1.463, 1.563], [1.448, 0.420, 0.216], [0.502, 1.204, -1.100], [2.101, 0.832, -2.540], [2.404, -0.855, -3.114], [0.897, -0.084, -3.496], [2.002, -2.606, -1.506], [1.619, -1.984, 0.098], [2.997, -1.308, -0.766]]}

***

{"formula": "C4H3NO3", "method": "wB97M-V/def2-TZVPD", "smiles": "c1nc2c(o1)OCO2", "relative_energy_kj_mol": 388.9, "e_tot_ha": -434.57922, "multiplicity": 1, "symbols": ["C", "C", "C", "C", "H", "H", "H", "N", "O", "O", "O"], "coordinates": [[-0.263, -1.829, -0.181], [0.005, 0.120, 0.638], [0.276, 2.241, 0.278], [0.104, 0.261, -0.680], [0.476, -2.728, -0.212], [-1.288, -2.269, -0.189], [0.174, 3.287, 0.166], [0.271, 1.373, 1.325], [-0.143, -1.130, 1.140], [0.280, 1.624, -1.018], [0.107, -0.950, -1.266]]}

***

{"formula": "C3H9BNO", "method": "wB97M-V/def2-TZVPD", "s_squared": 2.01, "charge": 1, "e_tot_ha": -274.04787, "multiplicity": 3, "symbols": ["B", "C", "C", "C", "N", "O", "H", "H", "H", "H", "H", "H", "H", "H", "H"], "coordinates": [[2.934, -0.417, 0.004], [0.328, -0.485, -0.225], [-1.969, -0.777, -0.043], [-0.734, 1.482, 0.271], [-0.749, 0.045, 0.018], [1.908, 0.382, 0.063], [3.837, 0.237, 0.070], [2.960, -1.563, -0.236], [0.600, -1.524, -0.444], [-2.232, -0.852, -1.148], [-2.732, -0.210, 0.588], [-1.832, -1.798, 0.252], [0.218, 1.985, -0.049], [-1.077, 1.730, 1.336], [-1.462, 1.766, -0.457]]}

***

Q: multiplicity of number 5 (C4H3NO3)?
A: 1

***

Q: Number 5 is which compound?
A: C4H3NO3